Density functional theory data (ωB97M-V/def2-TZVPD) for C71H83N4O4P3S2Sr as an isolated structure in a non-equilibrium geometry.

```
168
Properties=species:S:1:pos:R:3
Sr -0.912 0.148 -0.449
N -3.450 -0.293 0.026
C -4.048 -0.960 1.044
C -5.419 -1.046 1.249
C -5.935 -1.789 2.310
C -5.122 -2.492 3.166
C -3.726 -2.452 2.991
C -2.808 -3.223 3.736
C -1.469 -3.138 3.460
C -1.050 -2.210 2.495
N -1.870 -1.480 1.800
C -3.187 -1.628 1.969
H -2.614 -0.791 -0.260
H -4.013 -0.156 -0.803
H -6.103 -0.563 0.562
H -7.012 -1.847 2.429
H -5.540 -3.097 3.961
H -3.186 -3.884 4.509
H -0.741 -3.752 3.973
H -0.004 -2.063 2.272
C 1.031 3.842 -0.264
N 2.100 3.126 0.396
C 2.654 3.917 1.467
C 3.113 2.686 -0.536
C 2.799 1.504 -1.454
C 3.767 1.334 -2.451
C 3.734 0.264 -3.323
C 2.701 -0.648 -3.193
C 1.739 -0.458 -2.211
C 1.724 0.607 -1.290
H 1.370 4.829 -0.639
H 0.218 3.989 0.446
H 0.671 3.218 -1.078
H 3.075 4.889 1.132
H 3.446 3.360 1.967
H 1.862 4.121 2.186
H 3.990 2.392 0.058
H 3.439 3.539 -1.173
H 4.580 2.056 -2.538
H 4.496 0.144 -4.088
H 2.634 -1.495 -3.868
H 0.947 -1.191 -2.182
C 4.190 -0.998 0.554
N 3.205 -1.732 1.385
P 2.117 -2.527 0.222
C 3.435 -3.638 -0.461
C 3.288 -4.111 -1.759
C 4.242 -4.947 -2.313
C 5.356 -5.319 -1.579
C 5.506 -4.858 -0.281
C 4.552 -4.025 0.272
C 1.348 -3.958 1.101
C 1.916 -4.766 2.076
C 1.246 -5.887 2.532
C 0.015 -6.234 2.000
C -0.546 -5.450 1.006
C 0.115 -4.321 0.564
P 2.307 -0.556 2.319
C 1.857 -1.484 3.848
C 0.801 -0.942 4.577
C 0.454 -1.475 5.802
C 1.144 -2.568 6.306
C 2.195 -3.112 5.584
C 2.560 -2.560 4.369
C 3.739 0.161 3.250
C 4.942 -0.494 3.495
C 5.936 0.118 4.235
C 5.756 1.400 4.731
C 4.553 2.053 4.505
C 3.552 1.432 3.783
H 5.192 -1.402 0.734
H 4.195 0.069 0.790
H 3.972 -1.084 -0.514
H 2.425 -3.804 -2.332
H 4.124 -5.300 -3.329
H 6.115 -5.954 -2.019
H 6.377 -5.139 0.300
H 4.680 -3.656 1.278
H 2.885 -4.526 2.482
H 1.693 -6.500 3.306
H -0.499 -7.116 2.360
H -1.501 -5.712 0.574
H -0.338 -3.690 -0.185
H 0.253 -0.110 4.156
H -0.362 -1.041 6.364
H 0.861 -2.999 7.257
H 2.739 -3.964 5.975
H 3.398 -2.960 3.820
H 5.108 -1.482 3.094
H 6.866 -0.404 4.425
H 6.550 1.888 5.281
H 4.402 3.056 4.882
H 2.612 1.926 3.598
O -1.320 -1.979 -0.713
S -2.065 -1.810 -1.982
O -3.476 -2.183 -1.837
O -1.958 -0.387 -2.385
S -1.245 -3.005 -3.341
C -4.953 3.475 3.390
C -4.870 2.905 2.112
C -3.675 2.440 1.644
C -2.492 2.472 2.412
C -1.263 1.969 1.876
C -0.181 2.081 2.739
C -0.262 2.613 4.039
C -1.450 3.078 4.536
C -2.597 3.033 3.724
C -3.836 3.540 4.172
H -5.896 3.870 3.745
H -5.762 2.842 1.503
H -3.605 2.026 0.653
H 0.782 1.741 2.377
H 0.629 2.659 4.663
H -1.518 3.482 5.542
H -3.880 3.994 5.156
O -0.280 2.036 -2.931
P -0.875 2.329 -4.235
C -1.376 0.798 -5.182
C -0.322 -0.315 -5.171
C 0.360 -0.653 -6.494
C -0.622 -0.624 -7.660
C -1.267 0.753 -7.753
C -2.112 1.008 -6.509
C 0.360 3.416 -5.178
C 0.826 4.530 -4.235
C 2.309 4.896 -4.362
C 2.841 4.571 -5.749
C 2.843 3.058 -5.902
C 1.468 2.443 -5.584
C -2.512 3.235 -3.980
C -2.288 4.483 -3.132
C -3.599 5.234 -2.855
C -4.772 4.276 -2.615
C -4.241 2.934 -2.129
C -3.434 2.255 -3.235
H -2.118 0.458 -4.450
H -0.803 -1.233 -4.814
H 0.423 -0.069 -4.414
H 0.785 -1.654 -6.399
H 1.189 0.024 -6.711
H -1.397 -1.377 -7.495
H -0.109 -0.868 -8.598
H -1.906 0.810 -8.643
H -0.494 1.520 -7.856
H -2.957 0.314 -6.546
H -2.519 2.022 -6.554
H -0.091 3.855 -6.073
H 0.640 4.219 -3.206
H 0.229 5.422 -4.441
H 2.884 4.328 -3.631
H 2.435 5.960 -4.142
H 3.856 4.963 -5.870
H 2.204 5.025 -6.512
H 3.572 2.648 -5.201
H 3.166 2.780 -6.910
H 1.592 1.718 -4.777
H 1.103 1.916 -6.464
H -2.955 3.534 -4.936
H -1.614 5.168 -3.642
H -1.812 4.178 -2.197
H -3.833 5.889 -3.700
H -3.456 5.870 -1.980
H -5.330 4.123 -3.543
H -5.464 4.702 -1.884
H -5.067 2.285 -1.830
H -3.613 3.097 -1.253
H -4.120 1.787 -3.946
H -2.830 1.468 -2.782
```

Its HOMO-LUMO gap is 5.872 eV. The value obtained for the LUMO energy is 3.905 eV. As for the largest force on an atom: 0.147 hartree/bohr. As for the charge: -2.